Record 1
C4H5CdLiO as an isolated structure at a distorted geometry, computed with wB97M-V/def2-TZVPD.

Properties
E_LUMO (alpha / beta)   -4.28 / -5.44 eV
Maximum force   5.34 eV/Å
HOMO level (alpha / beta)   -11.72 / -12.67 eV
Orbital gap (alpha / beta)   7.44 / 7.23 eV

```
! wB97M-V def2-TZVPD RIJCOSX def2/J DEFGRID3
* xyz 1 2
C -1.10035 -1.51001 -0.00008
C -0.07146 -1.44422 0.83006
C 0.44647 -1.26593 2.15839
H -0.94719 -1.73292 -1.05925
H -2.09636 -1.18266 0.30642
H 0.27944 -0.30509 2.65948
H 0.59929 -2.13273 2.80614
O 1.89722 0.16002 0.37528
C 1.54652 -1.06555 0.84639
Cd 1.06285 1.08254 -1.09310
Li 2.72208 0.71604 1.91214
H 2.09843 -1.91268 0.41151
*
```


Record 2
One molecule with the formula C4H5Cl at a distorted geometry, computed with wB97M-V/def2-TZVPD.

Properties
E_LUMO   0.82 eV
Maximum force   2.96 eV/Å
SMILES string   C=CC(=C)Cl
HOMO level   -9.41 eV
Orbital gap   10.23 eV

```
! wB97M-V def2-TZVPD RIJCOSX def2/J DEFGRID3
* xyz 0 1
C 1.77072 -0.06125 -0.29796
C 0.46963 -0.10933 -0.52313
C -0.48028 0.75056 0.44304
C -1.69273 0.34252 0.81970
Cl -0.02980 2.38497 0.81119
H 2.70870 -0.31339 -0.86477
H 2.00365 0.44255 0.64742
H -0.17597 -0.53057 -1.28833
H -2.51171 1.02281 1.12256
H -2.06596 -0.64290 0.46129
*
```


Record 3
One molecule with the formula C4H5Cl at a distorted geometry, computed with wB97M-V/def2-TZVPD.

Properties
E_LUMO   1.12 eV
Maximum force   3.62 eV/Å
SMILES string   Cl[C@H]1C=CC1
HOMO level   -9.97 eV
Orbital gap   11.09 eV

```
! wB97M-V def2-TZVPD RIJCOSX def2/J DEFGRID3
* xyz 0 1
Cl 2.71142 0.03946 0.13726
C 1.07804 -0.11872 -0.49363
C 0.12326 -1.28134 -0.04820
C -0.66971 -0.40994 0.54212
C 0.14734 0.82578 0.26785
H 1.35237 -0.18199 -1.58299
H 0.09379 -2.25507 -0.36977
H -1.60440 -0.52447 1.11002
H -0.32496 1.45853 -0.35919
H 0.53755 1.48821 1.13713
*
```